# 1
16
Properties=species:S:1:pos:R:3:lowdin_charge:R:1 method="wB97M-V/def2-TZVPD" largest_force_ev_per_a=0.358 homo_lumo_gap_ev=10.31 homo_ev=-9.25 charge=0 e_lumo_ev=1.06 relative_energy_kcal_mol=61.01 spin_multiplicity=1
H 1.17626 1.82913 1.73266 0.045
N 1.21001 1.15835 0.96231 0.135
C 0.29300 0.28400 1.10021 -0.412
C -0.71107 0.24793 2.22940 -0.049
C 0.16591 -0.80459 0.07232 -0.207
C 1.29781 -1.04446 -0.88335 0.046
C 0.25870 -0.48208 -1.39631 -0.217
C -0.49755 0.15528 -2.49363 -0.037
H -0.40145 0.89042 3.05974 0.072
H -1.69014 0.59256 1.87268 0.084
H -0.84918 -0.77182 2.60602 0.075
H -0.46653 -1.64250 0.38935 0.115
H 2.31929 -1.38566 -0.93804 0.104
H 0.07534 0.15369 -3.42520 0.079
H -0.73623 1.19068 -2.22760 0.085
H -1.44416 -0.37093 -2.66056 0.081


# 2
16
Properties=species:S:1:pos:R:3:lowdin_charge:R:1 method="wB97M-V/def2-TZVPD" largest_force_ev_per_a=10.033 homo_lumo_gap_ev="5.66 / 5.66" homo_ev="-12.09 / -12.09" charge=+1 e_lumo_ev="-6.42 / -6.43" relative_energy_kcal_mol=0.00 spin_multiplicity=1
O -0.95297 -0.03505 1.01038 0.156
O 1.08040 -0.79027 0.64642 0.092
C 2.33835 -0.41116 1.08864 -0.153
C 2.98405 -1.15215 1.97787 0.111
C 0.14618 0.12613 0.44316 -0.066
H 2.65813 0.57976 0.75850 0.137
H 0.51668 1.14779 0.25687 0.201
H 3.91118 -0.77177 2.40292 0.093
H 2.49418 -1.97372 2.50080 0.095
Al -2.38989 0.06787 0.50699 0.619
O -2.84738 -0.75274 -0.99419 0.024
O -2.90084 1.36677 -0.60672 0.020
C -2.60844 0.44425 -1.51367 -0.571
C -1.62360 0.64901 -2.48603 0.098
H -1.43405 1.66903 -2.82345 0.073
H -1.37199 -0.16376 -3.16848 0.073


# 3
8
Properties=species:S:1:pos:R:3:lowdin_charge:R:1 method="wB97M-V/def2-TZVPD" largest_force_ev_per_a=2.666 homo_lumo_gap_ev=8.68 homo_ev=-9.65 charge=0 e_lumo_ev=-0.97 relative_energy_kcal_mol=8.01 spin_multiplicity=1
C 1.56400 0.17381 -0.02472 -0.001
N 0.90306 -0.49222 -0.93900 -0.023
O -0.51747 -0.54778 -1.03272 -0.514
O -1.25664 -0.93170 1.37718 -0.504
S -1.71472 -0.74719 0.03928 0.538
I -2.83929 1.54587 -0.07952 0.300
H 2.69694 0.12756 -0.13175 0.097
H 1.16412 0.87165 0.79125 0.106